No. 1
The following is a quantum chemistry calculation of a single C2H2O2 molecule at a distorted geometry, from OMol25.

ΔE to the lowest compared entry with this formula, charge and spin, kcal per mole: 11.6
Highest occupied orbital energy, Eh: -0.3543
Gap between HOMO and LUMO, eV: 9.37
Electronic energy, a.u.: -227.82924
F_max, hartree/bohr: 0.0931
E_LUMO, eV: -0.274
SMILES: O=CC=O

Last column: Löwdin charge in e.
Positions of all 6 atoms, in Å:
1 C -0.82 -0.35 -0.03  -0.194
2 C 0.74 0.42 0.00  -0.155
3 H -0.59 -1.39 0.29  0.110
4 H 0.87 1.50 0.09  0.106
5 O -1.87 0.11 -0.17  0.097
6 O 1.69 -0.30 -0.18  0.036

=====

No. 2
The following is a quantum chemistry calculation of a molecular structure, C4H9NO at a distorted geometry, from OMol25.

ΔE to the lowest compared entry with this formula, charge and spin, kcal per mole: 138.2
Highest occupied orbital energy, Eh: -0.3432
Gap between HOMO and LUMO, eV: 10.19
Electronic energy, a.u.: -287.61217
F_max, hartree/bohr: 0.0935
E_LUMO, eV: 0.852

Last column: Löwdin charge in e.
Positions of all 15 atoms, in Å:
1 C -1.91 1.34 0.87  -0.120
2 C -1.08 1.19 -0.37  -0.265
3 C 1.36 -1.13 -1.04  -0.320
4 C 1.88 -1.59 0.31  -0.143
5 H -1.21 1.52 1.78  0.098
6 H -2.44 0.43 1.21  0.073
7 H -2.57 2.27 0.78  0.092
8 H -1.70 0.98 -1.35  0.136
9 H -0.35 2.08 -0.61  0.139
10 H 1.84 -1.48 -1.94  0.086
11 H 1.35 -2.91 0.40  0.171
12 H 1.42 -0.71 1.18  0.136
13 H 3.29 -1.61 0.19  0.154
14 N 0.36 -0.40 -1.30  0.014
15 O -0.24 0.00 -0.11  -0.251

=====

No. 3
The following is a quantum chemistry calculation of a molecular structure, C20H27ClN3O4Pt, from OMol25.

ΔE to the lowest compared entry with this formula, charge and spin, kcal per mole: 22.5
Highest occupied orbital energy (spin up / spin down), Eh: -0.3919 / -0.4240
Gap between HOMO and LUMO (spin up / spin down), eV: 7.69 / 6.61
Electronic energy, a.u.: -1822.48713
2S+1: 3
F_max, hartree/bohr: 0.0158
Net charge: +1
E_LUMO (spin up / spin down), eV: -2.972 / -4.933

Last column: Löwdin charge in e.
Positions of all 56 atoms, in Å:
1 Pt 1.94 -0.53 -0.22  1.057
2 O 4.49 -1.43 1.52  -0.319
3 Cl 4.71 -1.52 0.12  0.669
4 O 6.07 -1.48 -0.24  -0.262
5 O 4.06 -0.27 -0.51  -0.547
6 O 4.00 -2.62 -0.44  -0.337
7 N 0.36 3.60 1.59  0.031
8 C 0.40 4.33 0.29  -0.347
9 C 1.73 4.07 -0.43  -0.096
10 C 1.90 2.65 -0.98  -0.317
11 N 2.26 1.67 0.07  -0.039
12 C 0.67 2.22 -1.78  -0.109
13 C -0.65 2.44 -1.06  -0.256
14 N -0.76 1.49 0.12  0.204
15 C -0.79 3.88 -0.56  -0.097
16 H 1.18 3.83 2.14  0.103
17 H -0.37 1.99 0.95  0.110
18 H -0.42 3.95 2.14  0.105
19 H 0.32 5.41 0.45  0.146
20 H 2.57 4.32 0.23  0.130
21 H 1.79 4.78 -1.26  0.135
22 H 2.75 2.65 -1.67  0.156
23 H 1.90 1.95 0.98  0.072
24 H 3.28 1.62 0.17  0.088
25 H 0.78 1.18 -2.10  0.102
26 H 0.63 2.83 -2.69  0.141
27 H -1.48 2.19 -1.72  0.156
28 H -0.20 0.63 -0.03  0.066
29 H -1.73 1.21 0.30  0.164
30 H -1.72 4.00 0.00  0.129
31 H -0.87 4.53 -1.44  0.138
32 C -4.51 -2.61 -1.81  -0.060
33 C -4.05 -2.30 -0.53  -0.064
34 C -2.71 -2.02 -0.33  -0.034
35 C -1.80 -2.04 -1.40  -0.229
36 C -2.29 -2.32 -2.68  -0.025
37 C -3.63 -2.62 -2.88  -0.061
38 C -0.39 -1.74 -1.26  -0.067
39 C 0.37 -1.62 -0.11  -0.335
40 C 0.09 -2.34 1.13  -0.280
41 C -0.25 -3.70 1.10  -0.020
42 C -0.47 -4.39 2.28  -0.049
43 C -0.35 -3.73 3.50  -0.055
44 C -0.01 -2.39 3.55  -0.063
45 C 0.23 -1.70 2.37  -0.055
46 H -5.55 -2.84 -1.96  0.112
47 H -4.73 -2.28 0.30  0.111
48 H -2.36 -1.79 0.67  0.108
49 H -1.61 -2.33 -3.52  0.119
50 H -3.98 -2.86 -3.88  0.113
51 H 0.12 -1.52 -2.20  0.105
52 H -0.33 -4.21 0.15  0.129
53 H -0.72 -5.44 2.25  0.114
54 H -0.53 -4.27 4.42  0.112
55 H 0.10 -1.89 4.50  0.110
56 H 0.54 -0.66 2.40  0.091